# 1
Density functional theory data (ωB97M-V/def2-TZVPD) for a structure of composition C4H5IrO2 at a distorted geometry.

Last column: natural (NBO) charge in e.
Geometry (Å):
H: 1.5834 2.8037 -1.8983  -0.19
H: -1.5451 0.7624 1.5621  0.27
Ir: 1.3735 1.3193 -1.2431  1.20
O: -0.3106 1.4312 0.0740  -0.62
C: 0.4793 -1.3276 -0.3817  0.31
H: -0.5635 2.3244 0.3644  0.59
H: 0.1955 -2.1930 -1.0080  0.27
H: 0.1537 -2.4543 0.9308  0.25
C: -0.9409 -1.8075 1.3823  0.46
O: 1.2963 -0.4888 -0.8434  -0.56
C: -0.9597 0.4902 0.6793  0.46
C: -0.7619 -0.8601 0.3815  -0.44

Output
multiplicity = 5
maximum force = 0.1255 Eh/bohr
total charge = +2
energy above the lowest of the compared OMol25 structures with the same formula, charge and spin = 51.1 kcal/mol
HOMO energy (spin up / spin down) = -18.80 / -19.14 eV
lowest unoccupied orbital energy (spin up / spin down) = -11.837 / -12.922 eV
frontier orbital gap (spin up / spin down) = 6.964 / 6.220 eV


# 2
Density functional theory data (ωB97M-V/def2-TZVPD) for a structure of composition C31H52N2O3OsP2 at a distorted geometry.

Last column: Mulliken charge in e.
Geometry (Å):
H: 3.4150 2.7786 -3.1225  0.51
C: -1.4795 1.8059 -4.7975  -0.58
H: -0.3563 2.4531 3.0073  -0.45
C: -0.7946 4.1898 4.2030  -1.48
H: 0.1299 4.7259 3.9470  0.30
H: -1.6928 -1.4998 -5.9185  0.48
C: -1.9334 0.4322 -4.7780  0.54
H: 1.8556 1.1342 2.7099  0.24
H: -3.3611 1.4201 -1.5227  0.00
C: 0.8907 2.7977 0.5814  -0.83
H: 1.8422 3.4877 -2.5879  0.33
H: 0.1028 0.9240 -3.6381  -4.20
H: -2.3131 -2.3157 -3.7731  0.55
H: -2.7646 0.2459 2.0316  0.27
H: -3.0987 -1.3721 -0.1565  0.30
H: -0.1042 -3.2302 -1.3560  0.68
H: -0.6180 3.6606 5.1484  0.47
C: -1.4534 2.5951 0.6651  -1.25
H: 1.4871 -2.5297 -1.7800  0.25
C: -2.2091 -2.0016 0.0029  -1.86
C: 0.7531 -2.6758 -0.9817  -1.95
H: 2.5104 1.3884 -4.6646  1.35
H: 2.1175 -1.1587 -3.0752  -0.40
H: 3.0823 3.0396 -1.3522  0.47
O: -0.6123 5.9523 1.1281  -0.59
H: 3.5331 -0.7428 -2.1122  0.51
H: 0.3771 -1.3632 -6.7910  0.40
H: 0.4328 0.5894 3.6709  0.53
N: -0.2694 2.2163 0.1022  0.45
H: -3.6629 3.5310 1.8604  0.32
H: -0.1532 2.5197 -2.8421  1.55
C: -1.1749 3.1752 3.1343  -0.21
C: 2.7609 -0.8814 0.6255  -1.89
H: 1.8074 -0.5201 3.3882  0.51
H: 1.4812 -0.9110 -4.8153  0.55
H: 1.0562 3.2823 -4.8885  0.24
H: -1.0601 -2.1964 -2.5077  -0.74
C: 2.8197 -0.3523 -2.8424  -0.86
H: 3.1302 -1.4896 -0.2065  0.41
H: 1.2160 -3.2942 -0.1972  0.40
C: 0.8688 2.4734 -5.6121  -0.97
H: -1.5847 4.9234 4.3717  0.30
H: -1.9220 2.5121 -4.0852  0.54
P: -2.0799 -0.0629 -3.0255  1.06
C: -1.5262 3.7334 1.7332  2.53
H: -4.1741 5.9785 2.2948  0.44
H: 3.0896 -1.3777 1.5601  0.50
Os: -0.3831 0.3646 -1.4236  1.25
C: -3.5386 1.0108 -2.5356  -0.63
C: 2.6591 2.7905 -2.3297  -1.37
C: 1.1915 0.2797 2.9375  -1.77
H: -1.9565 -0.0685 -6.9005  0.53
C: -0.6730 2.3736 -5.8854  -1.61
C: 0.2877 1.5517 -2.7955  2.41
H: -1.5549 0.3124 3.3483  0.40
C: -1.9037 -0.2810 2.4809  -1.85
H: -2.4497 6.2403 2.5993  0.35
H: 0.2425 0.2938 -7.2688  0.41
H: -0.6463 -1.7326 -4.1384  0.18
C: 1.2889 -0.7516 0.6108  0.35
H: -2.4071 -2.6272 0.8931  0.49
H: 3.2219 0.1235 0.6046  0.21
H: -3.7048 1.8574 -3.2198  0.52
C: 0.0971 -0.3700 -6.3985  -1.27
H: 1.3543 2.7870 -6.5501  0.50
N: 0.7560 4.1059 1.0756  0.24
C: 1.0220 -0.0381 -5.2822  0.24
C: -0.8306 -0.4509 1.4657  0.09
H: -2.0944 -2.6903 -0.8348  0.42
C: -2.9425 4.3378 1.6785  -0.64
C: -1.0039 -1.1516 0.2184  0.50
C: 0.3510 -1.3696 -0.3680  2.38
O: -2.5050 2.0093 0.3497  -0.85
H: -3.0378 0.2549 -4.8960  0.59
C: -1.3975 -0.4412 -6.0230  -1.45
H: 3.3568 -0.0812 -3.7525  0.63
H: -2.0446 2.5917 3.4681  0.47
O: 2.0195 2.2889 0.5858  -0.67
H: -4.4323 0.3752 -2.5203  0.47
H: -3.1245 4.6804 0.6522  0.50
C: 1.5236 1.2234 -5.1084  -1.36
C: -3.2478 5.4873 2.6287  -1.51
P: 1.9699 1.1257 -2.1169  1.14
C: 0.5552 -0.2381 1.6859  0.66
H: -1.0120 3.4092 -6.0296  0.52
H: -0.8368 1.8849 -6.8528  0.32
C: -1.4589 -1.7395 -3.3971  -0.56
C: -0.4733 4.7418 1.2770  -0.12
H: -2.2503 -1.2710 2.8462  0.50
H: 1.5954 4.6673 1.0805  0.36
H: -3.4121 5.1443 3.6580  0.34

Output
multiplicity = 5
maximum force = 0.1003 Eh/bohr
total charge = +2
energy above the lowest of the compared OMol25 structures with the same formula, charge and spin = 42.9 kcal/mol
HOMO energy (spin up / spin down) = -12.83 / -14.12 eV
lowest unoccupied orbital energy (spin up / spin down) = -7.958 / -8.013 eV
frontier orbital gap (spin up / spin down) = 4.876 / 6.109 eV


# 3
Density functional theory data (ωB97M-V/def2-TZVPD) for a cluster of 2 separate species, C8H13N2O3P in total at a distorted geometry.

Last column: natural (NBO) charge in e.
Geometry (Å):
P: -0.3843 0.5209 -1.5633  1.89
H: -0.9702 -1.1283 4.5985  0.21
C: -0.1528 0.0897 2.9183  -0.20
H: -2.4768 2.3038 -3.1719  0.21
H: -0.9481 2.8837 -3.0314  0.20
O: -0.3931 0.0539 -2.9712  -1.05
H: 1.3616 -0.8312 -2.6486  0.51
H: 4.0584 0.0400 -0.1005  0.21
H: 4.3971 -1.3137 -1.4130  0.21
O: -1.0648 -0.6246 -0.5312  -0.74
C: 3.7169 -0.8275 -0.6873  -0.50
C: -0.1961 0.1574 1.5198  -0.28
O: 2.2790 -1.2103 -2.2797  -0.55
H: -1.8950 -2.8136 3.3012  0.23
C: -0.8574 -0.9980 3.4861  -0.24
H: -2.3648 -2.4320 0.7821  0.23
H: 0.5051 0.9316 0.8937  0.21
N: -1.5319 1.7835 -1.3700  -0.91
C: -1.6596 -1.8440 2.7820  -0.21
N: 2.7113 -0.2585 -1.4144  -0.09
H: 0.2633 0.8809 3.4908  0.22
C: -1.7846 2.7929 -2.3956  -0.42
H: -2.1330 3.6787 -1.9667  0.21
C: -1.7644 -1.6782 1.4151  -0.24
H: 3.5357 -1.7077 0.0568  0.20
H: -1.2566 2.2432 -0.4750  0.39
C: -0.9948 -0.6925 0.7756  0.28

Output
maximum force = 0.0801 Eh/bohr
total charge = 0
energy above the lowest of the compared OMol25 structures with the same formula, charge and spin = 87.8 kcal/mol
HOMO energy (spin up / spin down) = -8.31 / -8.76 eV
lowest unoccupied orbital energy (spin up / spin down) = -1.737 / 0.504 eV
frontier orbital gap (spin up / spin down) = 6.573 / 9.262 eV


# 4
Density functional theory data (ωB97M-V/def2-TZVPD) for a cluster of 10 separate species, C36H88N4O10 in total at a distorted geometry.

Last column: Mulliken charge in e.
Geometry (Å):
H: 4.7741 2.2072 0.3898  0.37
H: 3.3708 -3.6943 -0.8546  0.28
H: -1.3443 1.0556 0.3232  0.87
C: -2.4414 -0.8765 0.2761  2.10
N: 3.4905 2.7419 1.3133  0.40
H: 7.2303 -7.2468 1.5386  0.41
H: 3.6165 3.8750 4.0197  0.30
O: -2.5018 -3.1455 -6.0101  -0.59
H: -1.6795 -3.6323 -6.0657  0.37
C: -3.4011 3.7298 0.5341  0.16
H: 2.0758 2.4107 3.8430  0.34
O: -0.1211 -4.3803 -5.3175  -0.68
C: -1.5924 -2.7952 -1.1727  1.79
H: -4.0261 8.5065 -0.8787  0.45
H: -3.8221 3.5963 1.5307  0.41
H: 8.0624 -4.5658 1.3519  0.43
H: 0.3935 -3.5744 -5.2721  0.31
H: 2.5631 -3.9648 2.8599  0.56
H: 2.9952 6.1784 1.8222  0.51
C: 2.4326 -4.1663 1.7967  -1.76
O: -6.7296 -1.2969 -2.5540  -0.73
C: 3.6883 -4.5485 -0.2566  -1.04
H: -3.1285 6.9229 -2.5962  0.40
H: 1.4303 4.5742 3.1723  0.34
C: -3.3665 8.0307 -0.1530  -2.03
H: 5.2308 -2.3352 0.5853  0.17
H: 0.9761 0.5064 0.9509  0.16
H: 4.4134 -2.1001 2.0473  0.55
H: 3.5820 -1.8780 0.4634  0.17
O: 4.8381 -4.6605 3.3719  -0.48
C: 2.6880 5.1732 1.5335  -1.47
H: -3.3203 -1.5509 2.1352  0.59
C: 1.3478 4.5689 2.0855  -0.32
C: -5.8474 3.9742 0.0206  -1.78
H: -4.9765 4.2031 -2.6018  0.42
C: -3.1041 6.5817 -0.5182  1.72
H: 5.8504 -7.2382 2.4454  0.48
H: -1.7491 -1.9425 1.9938  0.47
C: -2.9980 -3.3870 0.9924  -0.74
H: -6.8988 -2.0876 -3.0662  0.31
H: -0.3803 -4.4569 -1.9374  0.32
H: -3.8816 0.4778 -0.4563  -0.37
H: 2.0735 1.2187 -0.2707  0.53
H: 1.8863 -5.0997 1.6616  0.39
H: -3.6624 -0.7648 -4.5913  0.23
H: 5.4682 -4.0864 -1.1737  0.39
H: 4.7674 -5.5065 -1.8454  0.39
C: 2.2415 1.5518 3.1927  -1.83
H: -6.6687 4.2084 -0.6566  0.43
H: -4.3049 -1.0508 -1.1398  -0.34
C: -2.0261 4.3794 0.4104  0.71
H: -3.6712 -2.8127 -2.0475  0.21
H: 5.2135 3.4172 3.3211  0.39
H: 3.0014 -5.3901 -0.1674  0.47
N: -1.4035 -1.4827 -0.6419  1.08
H: -7.1034 -3.6334 -0.4971  0.28
H: -1.6598 4.1396 -0.5877  0.26
C: -4.2182 3.8612 -1.8973  -1.59
O: -2.1140 -7.1945 -2.0311  -0.63
H: -2.2515 -4.8613 -0.4180  -0.11
C: 4.3704 4.1060 3.2671  -1.73
H: 5.6401 -6.9098 0.0241  0.47
H: -4.2066 2.7771 -1.7846  0.26
H: 6.7780 -5.7874 -0.5004  0.40
H: -3.2968 4.1602 -2.3970  0.27
H: 4.8090 4.5894 -0.0826  0.48
H: -0.0935 -0.5778 -1.4293  0.37
C: 4.2578 -2.5036 1.0467  -1.76
C: -4.4454 4.4374 -0.4635  1.23
H: 0.0215 -2.8424 -2.6853  0.38
O: -4.4538 -0.9946 -4.1043  -0.55
C: -2.3799 6.6060 -1.8701  -1.89
H: 0.1973 2.9237 1.9316  0.33
C: -2.1336 5.9432 0.5842  -1.55
H: -5.8599 2.8883 -0.0727  0.28
C: -1.9289 -3.8859 -0.0541  -0.85
C: 6.6774 -6.5741 2.1942  -1.96
C: -3.9006 -0.5900 -0.2385  -0.27
H: -2.5573 0.9944 1.5285  0.53
N: -4.3827 5.8848 -0.4773  0.56
H: 5.3754 5.7316 1.0824  0.37
C: 6.0468 -5.3685 1.4507  1.71
H: -1.6508 -7.1084 -1.1979  0.31
C: 7.0336 -4.2114 1.4148  -1.76
O: -5.4386 6.4696 -1.1480  -0.51
H: -3.0417 -4.1399 1.7794  0.47
C: -2.6320 -1.8819 1.3575  -1.94
H: -2.2869 6.3634 1.5783  0.21
H: -2.3548 -2.1458 -3.0803  0.11
H: 6.7827 -3.5939 0.5522  0.37
H: 1.5877 0.7230 3.4641  0.39
H: 1.8340 -3.3082 1.4911  0.26
C: -1.8665 0.3569 0.9768  -2.77
O: -1.0308 -0.4753 -1.6097  -0.54
H: -6.8485 -2.1978 -0.9045  0.41
C: 5.8176 -5.8344 0.0128  -1.41
H: -2.2387 -2.2563 -5.7730  0.26
C: 1.1496 3.2064 1.4831  -1.36
H: -3.0091 -6.9155 -1.8381  0.31
N: 4.7456 -4.8695 2.0214  0.39
H: -1.6114 7.3780 -1.8308  0.46
C: -2.6437 -2.9375 -2.3891  -1.50
H: 2.5582 5.1583 0.4514  0.38
H: 5.9874 4.1355 1.2251  0.44
H: -2.5700 -3.7581 -3.1027  0.54
H: 0.6100 -3.3202 -1.2174  0.52
O: 4.5420 1.8547 1.2521  -0.44
C: 4.9737 -5.0165 -0.8938  -1.03
H: -1.1648 0.1857 1.7932  0.34
H: -3.9085 -3.5307 0.4106  0.28
C: 5.0836 4.6877 0.9677  -2.06
H: -5.9080 6.7193 -0.3488  0.37
O: -7.0144 -2.7497 -0.1403  -0.62
H: -5.8101 -1.0926 -2.7246  0.35
H: -3.8252 8.1330 0.8304  0.43
C: 3.8158 -3.9718 1.2002  1.81
H: 2.6297 0.1424 0.8830  0.24
H: -2.4691 8.6476 -0.1050  0.39
H: 1.0837 3.2619 0.3965  0.46
H: -5.1319 -1.0795 -4.7745  0.27
H: -4.7054 -0.7296 0.4833  0.45
C: 1.9424 0.9827 0.7853  -1.86
H: 0.5130 -5.0793 -5.1576  0.30
H: -5.9665 4.2271 1.0742  0.48
H: 4.3360 -5.3620 3.7928  0.33
H: -1.1775 4.0204 0.9928  -0.83
C: -0.3116 -3.3783 -1.7964  -2.10
H: -1.9961 5.6494 -2.2248  0.32
H: 7.0666 -3.4491 2.1932  0.31
C: 3.8934 4.1358 1.7620  1.56
H: 3.2192 1.1106 3.3867  0.40
H: 4.6804 5.1146 3.5404  0.45
H: 7.3157 -6.3122 3.0381  0.37
H: -1.1082 6.1652 0.2889  0.45
H: 0.5436 5.2292 1.7609  0.04
C: 2.2150 2.1103 1.7529  2.24
H: -0.9917 -3.9308 0.5006  0.30
H: -3.0911 2.7760 0.1074  -0.54

Output
maximum force = 0.0874 Eh/bohr
total charge = 0
energy above the lowest of the compared OMol25 structures with the same formula, charge and spin = 98.4 kcal/mol
HOMO energy = -7.93 eV
SMILES = CC1(C)CCCC(C)(C)N1O.CC1(C)CCCC(C)(C)N1O.CC1(C)CCCC(C)(C)N1O.CC1(C)CCCC(C)(C)N1O.O.O.O.O.O.O
lowest unoccupied orbital energy = 0.048 eV
frontier orbital gap = 7.978 eV


# 5
Density functional theory data (ωB97M-V/def2-TZVPD) for a cluster of 3 separate species, C15H29NO9 in total at a distorted geometry.

Last column: natural (NBO) charge in e.
Geometry (Å):
H: -2.1710 -0.3366 1.9577  0.19
H: 1.6764 -2.9687 1.3947  0.17
H: 2.5304 -1.6819 0.5149  0.19
H: 1.5915 -2.9776 -2.3003  0.20
O: 0.4887 -1.6400 0.3450  -0.57
H: -3.1696 5.2976 1.6356  0.19
O: -0.4645 -4.4057 -3.3584  -0.49
C: -2.8268 5.9011 2.4804  -0.26
H: 0.0137 6.9169 3.4951  0.18
O: -1.4080 5.7998 2.5549  -0.55
H: 1.6841 -1.2941 2.0252  0.19
C: 3.3172 -3.3968 -4.3899  -0.09
C: -0.7917 -2.8051 -5.7716  0.94
H: -0.1037 2.2254 1.3548  0.17
O: 0.5075 -2.1282 -5.4473  -0.47
H: 2.5967 -4.8681 -2.7210  0.21
H: -2.8390 2.9355 4.9112  0.19
O: -1.6739 4.5860 5.2538  -0.55
H: -1.0939 2.6150 5.0162  0.17
O: -0.3148 0.4154 2.3344  -0.55
H: -1.2952 -2.4915 -2.4969  0.23
C: -0.5127 5.2658 4.7658  -0.09
H: -0.0142 -0.9142 -3.7643  0.20
H: 3.7940 -5.6114 -3.9746  0.23
H: -3.1151 6.9421 2.3069  0.17
C: -1.8485 3.3131 4.6407  -0.26
H: -1.7868 3.3759 3.5525  0.18
H: 1.2761 1.7074 2.3475  0.19
C: -0.8523 -2.9654 -3.4729  0.31
O: 3.0242 -2.0945 -3.7732  -0.53
O: -1.2054 -3.3745 -6.9060  -0.53
H: -1.4655 -2.1909 0.5302  0.18
H: -1.3592 0.3148 0.5243  0.18
C: 0.4069 -1.9949 -3.9859  0.03
H: 0.1995 4.5579 4.3243  0.18
H: 4.3320 -3.2506 -5.0015  0.20
C: 0.5015 1.3653 1.6560  -0.26
H: -1.6015 7.0692 4.2068  0.18
C: -0.7077 -1.6749 1.1299  -0.09
H: -0.5561 -2.2525 2.0501  0.18
H: 0.9871 0.9284 0.7790  0.18
H: 4.5078 -4.4556 -2.6127  0.22
C: -0.8903 6.3609 3.7655  -0.09
C: -1.6974 -5.0316 -2.7773  0.50
H: -0.0303 5.7316 5.6321  0.18
H: -3.3073 5.5300 3.3899  0.18
C: -1.2067 -0.2626 1.4438  -0.09
O: -1.7720 -2.9218 -4.6486  -0.49
C: 3.5891 -4.6237 -3.3377  -0.67
C: 1.6500 -1.9088 1.1234  -0.26
H: 2.5260 -3.7605 -5.1791  0.19
N: -2.6182 -5.6816 -2.1012  -0.34
C: 1.7459 -2.0892 -3.0463  -0.10
H: 1.7529 -1.1017 -2.3756  0.22

Output
maximum force = 0.2364 Eh/bohr
total charge = 0
HOMO energy = -9.37 eV
SMILES = CCOC[C@H]1OC(=O)O[C@H]1OC#N.COCCOC.COCCOC
lowest unoccupied orbital energy = -0.071 eV
frontier orbital gap = 9.303 eV